{
  "formula": "CH2N2O2S",
  "method": "the ωB97M-V functional and the def2-TZVPD basis",
  "e_above_lowest_kcal_mol": 179.42,
  "homo_energy_ha": [-0.365, -0.365],
  "orbital_gap_ev": [8.40, 8.40],
  "species": ["C", "N", "N", "O", "O", "S", "H", "H"],
  "xyz": [[0.4153, 0.6703, -0.3903], [-1.3155, 0.5139, 0.6635], [0.8881, -0.6674, -0.2405], [0.7944, -1.3859, -1.2068], [1.2979, -1.0087, 0.8505], [0.8943, 2.0261, -0.9354], [-1.1887, -0.2005, 1.3731], [-1.7858, 0.0522, -0.1141]],
  "mulliken_charge": [0.38, -0.60, 0.88, -0.50, -0.47, -0.21, 0.26, 0.26]
}

{
  "formula": "C3H7N3O",
  "method": "the ωB97M-V functional and the def2-TZVPD basis",
  "e_above_lowest_kcal_mol": 154.40,
  "homo_energy_ha": -0.281,
  "orbital_gap_ev": 6.94,
  "species": ["C", "N", "C", "C", "N", "N", "O", "H", "H", "H", "H", "H", "H", "H"],
  "xyz": [[-0.8412, 1.2992, -0.4373], [0.2478, -0.1020, 0.9519], [0.7293, -0.8479, -0.1818], [0.3551, -0.1669, -1.3723], [-0.7286, -0.7849, 1.7319], [0.7755, 0.0701, -2.5156], [1.0277, -2.0345, -0.0613], [0.9475, 0.4045, 1.4949], [-0.7009, -0.4136, 2.6771], [-0.4517, -1.7666, 1.7763], [1.7323, -0.2574, -2.6966], [-1.7727, 0.7687, -0.5688], [-0.5165, 1.9260, -1.2571], [-0.8036, 1.9052, 0.4588]],
  "mulliken_charge": [-0.87, -0.03, 0.31, 0.35, -0.66, -0.56, -0.53, 0.27, 0.23, 0.25, 0.24, 0.31, 0.41, 0.28]
}

{
  "formula": "C17H37BF2N2O9S4",
  "method": "the ωB97M-V functional and the def2-TZVPD basis",
  "homo_energy_ha": -0.313,
  "orbital_gap_ev": 9.01,
  "smiles": "C[C@@H](F)CN(B(O)N(C)C)S(=O)(=O)F.O=S1(=O)CCCC1.O=S1(=O)CCCC1.O=S1(=O)CCCC1",
  "species": ["C", "C", "F", "C", "N", "B", "O", "N", "C", "C", "S", "O", "O", "F", "H", "H", "H", "H", "H", "H", "H", "H", "H", "H", "H", "H", "H", "O", "S", "O", "C", "C", "C", "C", "H", "H", "H", "H", "H", "H", "H", "H", "O", "S", "O", "C", "C", "C", "C", "H", "H", "H", "H", "H", "H", "H", "H", "O", "S", "O", "C", "C", "C", "C", "H", "H", "H", "H", "H", "H", "H", "H"],
  "xyz": [[0.3413, -1.1279, 4.3829], [1.0655, 0.1119, 3.7757], [2.3865, 0.1952, 4.2735], [1.0101, 0.2110, 2.2143], [0.6919, -1.0696, 1.5503], [1.9052, -1.9009, 1.2545], [3.0971, -1.4058, 0.7287], [1.8100, -3.3655, 1.5008], [2.6431, -3.7318, 2.6766], [2.1682, -4.1439, 0.3030], [-0.2948, -0.8717, 0.2074], [-0.2642, 0.4171, -0.3651], [-1.5813, -1.3843, 0.5152], [0.3410, -1.8808, -0.9011], [-0.2039, -0.7689, 5.2887], [1.1061, -1.8396, 4.7533], [-0.4238, -1.5778, 3.7251], [0.5510, 1.0120, 4.1825], [2.0238, 0.5625, 1.8950], [0.3213, 1.0418, 1.9679], [3.8052, -1.4360, 1.3935], [1.9783, -3.9925, 3.5337], [3.3212, -4.5861, 2.4911], [3.2234, -2.8226, 2.9904], [3.0811, -3.7794, -0.2295], [1.3326, -4.1608, -0.4325], [2.3554, -5.2157, 0.5529], [-1.6255, 2.9555, -2.3209], [-1.9737, 1.6002, -2.6701], [-1.6247, 0.4829, -1.8299], [-3.7247, 1.5376, -3.0277], [-3.8194, 1.8524, -4.5154], [-2.6882, 1.0609, -5.1811], [-1.4210, 1.2801, -4.3470], [-4.2558, 2.2534, -2.4029], [-4.0709, 0.5247, -2.8176], [-4.7952, 1.5829, -4.9197], [-3.6685, 2.9223, -4.6815], [-2.9441, -0.0018, -5.1895], [-2.5354, 1.3684, -6.2161], [-0.7776, 0.4023, -4.3508], [-0.8625, 2.1510, -4.6888], [6.0697, -1.8041, 0.4203], [6.5629, -0.8675, -0.5626], [6.1666, -0.9298, -1.9442], [6.2887, 0.7899, 0.0473], [7.5431, 1.1072, 0.8542], [8.7185, 0.5869, 0.0194], [8.3532, -0.8223, -0.4601], [5.3761, 0.8196, 0.6399], [6.1980, 1.4503, -0.8156], [7.6300, 2.1752, 1.0544], [7.5125, 0.5847, 1.8141], [8.8700, 1.2413, -0.8428], [9.6470, 0.5789, 0.5907], [8.7740, -1.0372, -1.4403], [8.6684, -1.5823, 0.2540], [-7.4218, 2.1371, -2.0314], [-7.2605, 2.6122, -0.6788], [-7.0911, 4.0095, -0.3733], [-8.5930, 1.9569, 0.3160], [-8.0668, 0.6155, 0.8153], [-6.6118, 0.8656, 1.2272], [-5.9487, 1.6709, 0.1053], [-9.4950, 1.8684, -0.2866], [-8.7599, 2.6469, 1.1439], [-8.6629, 0.2362, 1.6454], [-8.1006, -0.1228, 0.0097], [-6.5908, 1.4418, 2.1558], [-6.0774, -0.0671, 1.4092], [-5.1960, 2.3563, 0.4906], [-5.5066, 1.0189, -0.6469]],
  "mulliken_charge": [-1.14, 0.29, -0.37, -0.65, 0.26, -0.07, -0.22, 0.14, -0.88, -0.97, 1.14, -0.54, -0.65, -0.32, 0.39, 0.25, 0.29, 0.39, 0.24, 0.49, 0.16, 0.22, 0.34, 0.32, 0.26, 0.23, 0.40, -0.71, 1.15, -0.49, -0.37, -0.76, -0.63, -0.72, 0.15, 0.30, 0.36, 0.32, 0.29, 0.35, 0.33, 0.39, -0.65, 1.25, -0.70, -0.44, -0.63, -0.63, -0.66, 0.15, 0.36, 0.36, 0.30, 0.30, 0.33, 0.34, 0.33, -0.64, 1.18, -0.68, -0.69, -0.60, -0.76, -0.31, 0.39, 0.35, 0.35, 0.29, 0.31, 0.36, 0.42, 0.06]
}

{
  "formula": "C5H10O",
  "method": "the ωB97M-V functional and the def2-TZVPD basis",
  "e_above_lowest_kcal_mol": 8.74,
  "homo_energy_ha": -0.362,
  "orbital_gap_ev": 10.92,
  "smiles": "CCCCC=O",
  "species": ["C", "C", "C", "C", "C", "O", "H", "H", "H", "H", "H", "H", "H", "H", "H", "H"],
  "xyz": [[-2.3978, 0.3577, -0.0445], [-1.1199, -0.4839, -0.0001], [0.1782, 0.3134, 0.1171], [1.4330, -0.5558, 0.1128], [2.6755, 0.2706, -0.1313], [2.6621, 1.4283, -0.4788], [-3.2713, -0.2997, -0.1137], [-2.5231, 0.9770, 0.8518], [-2.4207, 1.0243, -0.9146], [-1.1990, -1.2024, 0.8285], [-1.0659, -1.0817, -0.9196], [0.2908, 1.0034, -0.7240], [0.1820, 0.9288, 1.0269], [1.3778, -1.3193, -0.6809], [1.5531, -1.1155, 1.0493], [3.6450, -0.2453, 0.0212]],
  "mulliken_charge": [-1.26, -0.36, -0.49, -0.62, 0.01, -0.47, 0.37, 0.31, 0.31, 0.31, 0.30, 0.33, 0.29, 0.30, 0.32, 0.35]
}

{
  "formula": "C6H13O4Sm",
  "method": "the ωB97M-V functional and the def2-TZVPD basis",
  "e_above_lowest_kcal_mol": 0.00,
  "homo_energy_ha": [-0.157, -0.336],
  "spin_multiplicity": 8,
  "orbital_gap_ev": [4.83, 8.76],
  "s_squared": 15.76,
  "species": ["C", "O", "C", "H", "H", "H", "H", "H", "H", "O", "C", "C", "O", "C", "C", "O", "Sm", "H", "H", "H", "H", "H", "H", "H"],
  "xyz": [[2.3164, 1.0613, 0.7924], [2.3316, -0.0126, -0.0618], [3.4605, -0.8801, 0.0175], [2.5150, 2.0161, 0.3003], [-0.7538, 1.5294, 0.9593], [1.9513, 0.8088, 1.7882], [3.4011, -1.5488, -0.8475], [3.3955, -1.4760, 0.9379], [4.3748, -0.2701, -0.0087], [-0.2768, 1.4656, -1.8182], [-1.3177, 2.1038, -1.1583], [-1.6648, 1.4015, 0.1565], [-1.8015, 0.0447, -0.2357], [-1.9560, -0.9811, 0.7359], [-1.5969, -2.2781, 0.0111], [-0.4057, -2.1585, -0.6896], [0.1876, -0.4590, -1.5645], [-2.2204, 2.0670, -1.8072], [-1.1025, 3.1639, -0.9174], [-2.5918, 1.7756, 0.6165], [-2.9862, -0.9847, 1.1246], [-1.2626, -0.7853, 1.5711], [-2.4342, -2.5229, -0.6764], [-1.5630, -3.0805, 0.7738]],
  "mulliken_spin": [0.91, 0.02, 0.04, 0.01, 0.00, 0.00, 0.02, -0.01, -0.01, -0.05, 0.00, 0.02, -0.03, 0.00, 0.00, -0.04, 6.10, 0.01, 0.00, 0.00, 0.00, 0.00, 0.00, 0.00]
}

{
  "formula": "C8H11NS",
  "method": "the ωB97M-V functional and the def2-TZVPD basis",
  "e_above_lowest_kcal_mol": 46.30,
  "homo_energy_ha": -0.289,
  "orbital_gap_ev": 8.54,
  "smiles": "CN(C)C(=S)C1C=CC=C1",
  "species": ["C", "N", "C", "C", "S", "C", "C", "C", "C", "C", "H", "H", "H", "H", "H", "H", "H", "H", "H", "H", "H"],
  "xyz": [[-1.9400, -0.7961, -0.8335], [-1.2213, -0.9033, 0.4309], [-1.8858, -1.6465, 1.4946], [0.0290, -0.4703, 0.6979], [0.9111, -0.7908, 2.0577], [0.7190, 0.2332, -0.4658], [0.5974, 1.7208, -0.0601], [1.8249, 2.3434, -0.1349], [2.8053, 1.4289, -0.6453], [2.2935, 0.1835, -0.8435], [-1.3671, -1.4400, -1.5245], [-2.9835, -0.9999, -0.9026], [-1.7431, 0.1755, -1.3604], [-2.4893, -2.3835, 1.1351], [-1.1749, -1.9723, 2.2462], [-2.6407, -0.9328, 1.9623], [0.0986, -0.0352, -1.3814], [-0.3728, 2.0997, 0.1264], [2.1113, 3.3334, 0.1332], [3.7762, 1.6849, -0.9086], [2.6522, -0.8327, -1.2238]],
  "mulliken_charge": [-1.15, 0.18, -1.14, 0.18, -0.39, 0.14, -0.37, -0.73, -0.28, -0.74, 0.45, 0.39, 0.34, 0.41, 0.35, 0.32, 0.35, 0.44, 0.45, 0.48, 0.31]
}

{
  "formula": "C40H54BN17O2PRbS2",
  "method": "the ωB97M-V functional and the def2-TZVPD basis",
  "e_above_lowest_kcal_mol": 4.15,
  "homo_energy_ha": [-0.216, -0.214],
  "spin_multiplicity": 2,
  "total_charge": -1,
  "orbital_gap_ev": [7.44, 6.45],
  "s_squared": 0.76,
  "species": ["Rb", "C", "C", "C", "C", "N", "N", "B", "N", "C", "C", "C", "C", "N", "N", "C", "C", "C", "C", "N", "N", "C", "C", "C", "C", "N", "H", "H", "H", "H", "H", "H", "H", "H", "H", "H", "H", "H", "H", "H", "H", "H", "H", "H", "H", "H", "S", "C", "S", "C", "C", "N", "C", "N", "N", "C", "C", "C", "C", "C", "N", "C", "H", "H", "H", "H", "O", "P", "N", "C", "C", "C", "C", "N", "C", "C", "C", "C", "N", "C", "C", "C", "C", "H", "H", "H", "H", "H", "H", "H", "H", "H", "H", "H", "H", "H", "H", "H", "H", "H", "H", "H", "H", "H", "H", "H", "H", "C", "N", "C", "N", "O", "H", "H", "H", "H", "H", "H"],
  "xyz": [[-0.2508, 0.4339, -0.7848], [1.9598, 2.4650, 1.7938], [1.3629, 3.5608, 0.9671], [1.4232, 4.9551, 1.1757], [0.7497, 5.4899, 0.1029], [0.3354, 4.4706, -0.6827], [0.7014, 3.2817, -0.1477], [-0.7105, 4.5627, -1.8178], [-0.4629, 3.6317, -3.0305], [-0.9636, 3.8585, -4.2670], [-0.7373, 2.7390, -5.0316], [-0.0761, 1.8463, -4.1611], [0.3790, 0.4478, -4.4523], [0.0820, 2.3947, -2.9655], [-2.0925, 4.1883, -1.1947], [-2.8324, 4.9006, -0.3167], [-3.8636, 4.0976, 0.1200], [-3.6544, 2.8684, -0.5447], [-4.4776, 1.6152, -0.5023], [-2.5825, 2.9392, -1.3247], [-0.7990, 6.0160, -2.3282], [-1.9035, 6.6685, -2.7603], [-1.4961, 7.8359, -3.3581], [-0.0860, 7.8102, -3.2550], [0.9089, 8.8142, -3.7481], [0.3226, 6.7129, -2.6385], [3.0514, 2.5097, 1.7670], [1.6511, 1.4973, 1.3982], [1.6483, 2.5380, 2.8388], [1.8899, 5.4858, 1.9919], [0.5439, 6.5172, -0.1529], [-1.4429, 4.7908, -4.5278], [-1.0050, 2.5810, -6.0653], [0.5287, 0.3123, -5.5241], [-0.3667, -0.2846, -4.1259], [1.3163, 0.2237, -3.9443], [-2.5826, 5.9234, -0.0741], [-4.6360, 4.3543, 0.8318], [-5.4132, 1.7437, -1.0522], [-4.7297, 1.3380, 0.5259], [-3.9162, 0.7957, -0.9565], [-2.8924, 6.2582, -2.6105], [-2.1184, 8.5984, -3.8035], [0.5079, 9.8270, -3.6956], [1.1834, 8.6147, -4.7866], [1.8163, 8.7574, -3.1463], [1.5867, -2.2130, -2.3121], [3.0632, -3.0459, -2.4212], [4.2589, -1.8744, -2.2072], [3.2579, -4.3967, -2.6798], [4.5637, -4.9769, -2.6319], [5.6125, -5.4565, -2.5752], [2.1509, -5.2289, -3.0164], [1.2497, -5.8958, -3.2929], [-3.6669, 1.1776, 5.8435], [-3.5628, 0.5782, 4.8659], [-3.4416, -0.1920, 3.6529], [-4.1214, -1.3987, 3.5094], [-3.9732, -2.1056, 2.3315], [-3.1585, -1.5803, 1.3378], [-2.4979, -0.4295, 1.4733], [-2.6372, 0.2514, 2.6056], [-4.7504, -1.7612, 4.3118], [-4.4801, -3.0507, 2.1818], [-3.0246, -2.0849, 0.3841], [-2.0918, 1.1875, 2.6918], [0.8937, -1.0265, 0.9886], [1.6610, -2.0243, 1.7739], [1.1000, -3.5936, 1.7062], [-0.3572, -3.7252, 1.4196], [-0.4313, -4.7539, 0.2985], [0.7416, -5.6774, 0.6230], [1.8383, -4.6990, 1.0414], [1.5830, -1.5828, 3.3983], [1.8161, -2.5859, 4.4560], [0.7193, -2.3337, 5.5142], [-0.3445, -1.5230, 4.7653], [0.5153, -0.6634, 3.8446], [3.2484, -2.0879, 1.3359], [4.2295, -2.9684, 2.0067], [5.1948, -2.0085, 2.6934], [5.2872, -0.8739, 1.6687], [3.8486, -0.7281, 1.1702], [-0.7848, -2.7637, 1.1380], [-0.8856, -4.0906, 2.3097], [-0.2537, -4.2685, -0.6632], [-1.3953, -5.2660, 0.2689], [1.0474, -6.2884, -0.2217], [0.4827, -6.3329, 1.4606], [2.3938, -4.3380, 0.1723], [2.5464, -5.1666, 1.7266], [2.8122, -2.4782, 4.8921], [1.7336, -3.5903, 4.0376], [1.1199, -1.7355, 6.3352], [0.3374, -3.2671, 5.9295], [-0.9808, -0.9335, 5.4292], [-0.9767, -2.1849, 4.1615], [0.9493, 0.1701, 4.4104], [-0.0121, -0.2579, 2.9875], [4.7586, -3.5593, 1.2536], [3.7489, -3.6569, 2.7039], [6.1547, -2.4745, 2.9191], [4.7512, -1.6356, 3.6213], [5.9398, -1.1725, 0.8437], [5.6609, 0.0594, 2.0909], [3.7977, -0.4170, 0.1306], [3.3044, 0.0025, 1.7737], [-2.0373, -4.7699, -3.5205], [-1.7169, -3.4539, -2.9922], [-2.5934, -2.6407, -2.3636], [-3.9174, -3.0615, -2.3782], [-2.2800, -1.6043, -1.7722], [-1.1168, -5.3351, -3.6236], [-2.5192, -4.7112, -4.5019], [-2.6956, -5.3100, -2.8380], [-0.7458, -3.1791, -2.9451], [-4.2320, -3.5958, -3.1716], [-4.5465, -2.3273, -2.0967]],
  "mulliken_spin": [0.02, 0.00, 0.00, 0.00, 0.00, 0.00, 0.00, 0.00, 0.00, 0.00, 0.00, 0.00, 0.01, 0.00, 0.00, 0.00, 0.00, 0.00, 0.00, 0.00, 0.00, 0.00, 0.00, 0.00, 0.00, 0.00, 0.00, 0.00, 0.00, 0.00, 0.00, 0.00, 0.00, 0.00, 0.00, -0.01, 0.00, 0.00, 0.00, 0.00, 0.00, 0.00, 0.00, 0.00, 0.00, 0.00, 0.39, 0.01, 0.62, -0.05, 0.01, 0.00, -0.01, 0.00, 0.00, 0.00, 0.00, 0.00, 0.00, 0.00, 0.00, 0.00, 0.00, 0.00, 0.00, 0.00, -0.01, 0.01, 0.00, 0.00, -0.02, 0.00, 0.00, 0.00, 0.00, 0.00, 0.00, 0.00, 0.01, 0.00, 0.00, 0.00, 0.00, 0.00, 0.00, 0.02, 0.00, 0.00, 0.00, 0.00, 0.00, 0.00, 0.00, 0.00, 0.00, 0.00, 0.00, 0.00, 0.00, 0.00, 0.00, 0.00, 0.00, 0.00, 0.00, 0.00, 0.00, 0.00, -0.01, -0.01, 0.00, -0.01, 0.00, 0.00, 0.00, 0.04, 0.00, 0.00]
}

Number 1: total energy -697.2650 Ha, molar mass 106.1 u. Number 2: total energy -357.8038 Ha, molar mass 101.1 u. Number 3: total energy -3273.9071 Ha, molar mass 590.6 u. Number 4: total energy -271.7387 Ha, molar mass 86.1 u. Number 5: total energy -1195.1830 Ha, molar mass 299.5 u. Number 6: total energy -764.2754 Ha, molar mass 153.3 u. Number 7: total energy -3824.9942 Ha, molar mass 996.4 u.